(1)
The following is a DFT calculation (ωB97M-V/def2-TZVPD) of a 2-piece molecular cluster, C5H11O2 overall at a distorted geometry.

Structure (XYZ):
```
18
Properties=species:S:1:pos:R:3:mulliken_charge:R:1
C -0.5553 -1.7847 -1.5516 -0.710
C -1.7295 -1.4994 -2.5126 0.557
O -2.7038 -0.8847 -2.0272 -0.732
O -1.6040 -1.9461 -3.6782 -0.752
H 0.4195 -1.4168 -1.8702 0.194
H -0.4741 -2.8753 -1.5066 0.309
H -0.8434 -1.4210 -0.5702 0.158
C 0.7436 0.4272 1.2426 -0.182
C -0.2068 1.1764 0.3013 -1.021
C 1.5534 1.4627 2.0600 -1.228
H 1.4198 -0.2902 0.7854 0.362
H 0.1640 -0.0915 2.0110 0.210
H -0.8870 1.6760 0.9978 0.285
H 0.3429 1.8560 -0.3462 0.266
H 2.2599 0.9004 2.6818 0.340
H 0.9541 1.9412 2.8341 0.319
H -0.8642 0.5522 -0.2756 0.282
H 2.0107 2.2177 1.4245 0.343
```

## Properties
frontier orbital gap: 7.1 eV
HOMO: -0.138 Ha
calculated total energy: -347.6342 Eh
maximum force: 0.024 Eh/bohr
charge: -1


(2)
The following is a DFT calculation (ωB97M-V/def2-TZVPD) of one molecule with the formula C3H2N2OS at a distorted geometry.

Structure (XYZ):
```
9
Properties=species:S:1:pos:R:3:mulliken_charge:R:1
C 0.7499 -1.6701 0.0035 0.277
C -3.3999 -1.1356 -0.0180 0.471
C 0.2182 -0.2994 -0.0202 -0.195
N -2.1911 -1.2847 0.0619 -0.133
N -0.7431 -1.3770 -0.1134 -0.075
O -4.5493 -1.0172 0.0078 -0.433
S 1.6935 -2.9197 0.0123 -0.324
H 0.2686 0.2813 0.9053 0.211
H 0.3800 0.3267 -0.8995 0.202
```

## Properties
SMILES: O=C=NN1CC1=S
frontier orbital gap: 8.6 eV
HOMO: -0.331 Ha
calculated total energy: -698.2773 Eh
maximum force: 0.111 Eh/bohr


(3)
The following is a DFT calculation (ωB97M-V/def2-TZVPD) of a 2-piece molecular cluster, C3HIN2O overall at a distorted geometry.

Structure (XYZ):
```
8
Properties=species:S:1:pos:R:3:mulliken_charge:R:1
C 1.0992 -1.3876 0.4364 0.198
C 0.6611 -0.0822 0.2990 0.505
C -1.2382 -0.0074 -0.5933 0.205
N 1.4301 -2.4832 0.5282 -0.311
N 1.1368 1.0091 0.5698 -0.495
O -1.8063 -0.9243 -1.0340 -0.324
I -1.8932 2.0132 -0.5747 0.030
H 0.6105 1.8626 0.3686 0.193
```

## Properties
frontier orbital gap: 8.6 eV
HOMO: -0.347 Ha
calculated total energy: -597.2716 Eh
maximum force: 0.085 Eh/bohr


(4)
The following is a DFT calculation (ωB97M-V/def2-TZVPD) of a 4-piece molecular cluster, C27H59NO16S overall.

Structure (XYZ):
```
104
Properties=species:S:1:pos:R:3:mulliken_charge:R:1
C -1.4056 3.8331 3.3213 -0.774
C -0.7822 2.8773 4.3363 -0.671
C -1.4073 1.4923 4.5972 -0.975
C -1.6449 0.5088 3.4389 0.968
O -1.0042 -0.7005 3.7506 -0.554
O -1.0976 0.9924 2.2189 -0.345
S -1.5636 0.0654 0.9939 0.800
O -1.8352 0.9367 -0.0983 -0.450
O -0.6440 -1.0074 0.8270 -0.396
O -2.8831 -0.4411 1.6548 -0.337
C -3.1174 0.0475 3.0544 0.039
O -3.3727 -1.0531 3.8234 -0.303
N -4.7867 -1.5728 3.8130 0.267
O -4.8575 -2.4893 3.1324 -0.288
C -4.3341 1.0058 2.9349 1.046
C -4.2088 1.9828 1.7529 -1.591
C -4.7383 1.7894 4.1972 -0.737
C -5.0900 1.0018 5.4569 -1.532
H -0.8942 4.7966 3.3730 0.436
H -1.3041 3.4792 2.2984 0.004
H -2.4606 4.0233 3.5255 0.187
H -0.7928 3.3811 5.3081 0.421
H 0.2739 2.7370 4.0889 0.367
H -0.7086 0.9488 5.2350 0.276
H -2.3181 1.5797 5.1811 0.310
H -0.1050 -0.6422 3.4007 0.523
H -5.1753 0.3467 2.6945 0.688
H -4.8536 2.8450 1.9289 0.464
H -4.5028 1.5122 0.8160 0.303
H -3.2015 2.3599 1.6207 0.013
H -5.6250 2.3600 3.9052 0.608
H -3.9815 2.5361 4.4288 0.022
H -5.9412 0.3412 5.2850 0.355
H -5.3767 1.6977 6.2482 0.453
H -4.2593 0.3973 5.8259 0.262
C -0.1380 -6.3186 -5.5488 -0.784
O 0.1849 -5.3907 -4.5413 -0.292
C -0.2991 -4.0799 -4.7590 -0.624
C -0.8503 -3.4585 -3.4961 0.015
O -2.0631 -4.0248 -3.0353 -0.443
C -2.0365 -5.2992 -2.4185 -0.291
C -1.4529 -5.3126 -1.0234 -0.452
O -0.0562 -5.0952 -1.0281 -0.370
C 0.3997 -4.1575 -0.0768 -0.490
H 0.5313 -6.2312 -6.4125 0.314
H -0.0283 -7.3154 -5.1233 0.237
H -1.1709 -6.1953 -5.8918 0.355
H -1.0763 -4.0792 -5.5319 0.346
H 0.5250 -3.4424 -5.1079 0.351
H -1.1091 -2.4266 -3.7475 0.368
H -0.0888 -3.4316 -2.7141 -0.051
H -1.5530 -6.0501 -3.0473 0.110
H -3.0901 -5.5733 -2.3173 0.395
H -1.6627 -6.2971 -0.5827 0.404
H -1.9617 -4.5561 -0.4154 0.217
H -0.2694 -3.2970 -0.0050 0.186
H 1.3736 -3.7991 -0.4102 0.137
H 0.5086 -4.6137 0.9140 0.407
C 3.4693 0.2839 0.3785 -0.659
O 4.1020 -0.8000 1.0192 -0.341
C 3.7535 -2.0736 0.5079 -0.306
C 4.9484 -2.9891 0.3755 -0.323
O 5.8610 -2.6301 -0.6454 -0.436
C 6.7081 -1.5148 -0.4437 -0.241
C 7.8502 -1.7514 0.5188 -0.537
O 7.4060 -1.8826 1.8554 -0.310
C 7.9978 -2.9357 2.5787 -0.775
H 2.4429 0.4264 0.7371 0.054
H 4.0469 1.1800 0.6026 0.347
H 3.4406 0.1463 -0.7078 0.395
H 3.2615 -1.9761 -0.4666 0.282
H 3.0408 -2.5472 1.1972 0.312
H 4.5583 -3.9621 0.0658 0.360
H 5.4443 -3.1181 1.3401 0.135
H 6.1478 -0.6196 -0.1658 0.066
H 7.1629 -1.3361 -1.4217 0.390
H 8.5283 -0.8902 0.4467 0.377
H 8.4050 -2.6435 0.2070 0.331
H 8.0855 -3.8415 1.9694 0.360
H 7.3539 -3.1501 3.4308 0.237
H 8.9925 -2.6649 2.9507 0.314
C -3.3566 6.2129 -3.7797 -0.753
O -1.9720 5.9697 -3.8438 -0.316
C -1.1924 6.7018 -2.9195 -0.527
C -0.1103 5.8545 -2.2884 -0.337
O -0.5755 4.8703 -1.3856 -0.366
C -1.2125 3.7113 -1.9013 0.179
C -0.2888 2.7159 -2.5630 -0.268
O 0.2344 3.1956 -3.7899 -0.371
C 1.6083 2.9606 -3.9791 -0.739
H -3.6324 7.1364 -4.3019 0.317
H -3.8585 5.3759 -4.2635 0.230
H -3.7044 6.2786 -2.7430 0.339
H -1.8248 7.1259 -2.1307 0.322
H -0.6993 7.5339 -3.4409 0.390
H 0.4883 6.5311 -1.6722 0.375
H 0.5426 5.4320 -3.0552 0.112
H -2.0487 3.9634 -2.5571 0.080
H -1.6161 3.2040 -1.0240 -0.030
H -0.8682 1.8027 -2.7471 0.323
H 0.5229 2.4623 -1.8713 0.214
H 2.1779 3.1470 -3.0617 0.330
H 1.9565 3.6468 -4.7506 0.244
H 1.8048 1.9340 -4.3100 0.314
```

## Properties
SMILES: CCC[C@]1(O)OS(=O)(=O)O[C@]1(ON=O)[C@H](C)CC.COCCOCCOC.COCCOCCOC.COCCOCCOC
frontier orbital gap: 7.9 eV
HOMO: -0.325 Ha
calculated total energy: -2720.6216 Eh
maximum force: 0.010 Eh/bohr


(5)
The following is a DFT calculation (ωB97M-V/def2-TZVPD) of a 2-piece molecular cluster, C6H11O4S overall at a distorted geometry.

Structure (XYZ):
```
22
Properties=species:S:1:pos:R:3:mulliken_charge:R:1
C 2.2110 -1.2077 -0.5341 -0.464
C 1.3443 -0.5938 0.4486 0.875
C 1.6624 0.3887 1.5072 -1.262
C -1.9142 -0.7616 0.5239 -1.611
C -0.9470 -0.1708 -1.7875 -1.757
C -1.0143 0.0527 -0.3237 1.024
O 0.2352 2.3520 -0.4989 -0.709
O -2.2098 2.2755 -0.5575 -0.738
O -1.0190 1.8912 1.5553 -0.678
O 1.6001 -1.9611 0.5096 -0.509
S -0.9816 1.8078 0.0996 1.215
H 1.8488 -1.4232 -1.5326 0.180
H 3.2927 -1.1205 -0.4450 0.251
H 0.9921 0.2550 2.3539 0.219
H 1.4775 1.3765 1.0886 0.272
H 2.7036 0.3100 1.8464 0.441
H -2.9572 -0.5250 0.2807 0.385
H -1.7477 -0.4892 1.5650 0.348
H -1.7576 -1.8346 0.3841 0.364
H -0.7400 -1.2134 -2.0423 0.369
H -1.9020 0.1117 -2.2424 0.386
H -0.1775 0.4800 -2.1990 0.398
```

## Properties
frontier orbital gap (spin up / spin down): 7.7 / 7.4 eV
HOMO (spin up / spin down): -0.155 / -0.145 Ha
calculated total energy: -934.3041 Eh
maximum force: 0.048 Eh/bohr
charge: -1


(6)
The following is a DFT calculation (ωB97M-V/def2-TZVPD) of C38H51BN5O3PPbS3Sb as an isolated structure at a distorted geometry.

Structure (XYZ):
```
104
Properties=species:S:1:pos:R:3:mulliken_charge:R:1
Pb -0.4714 -1.0219 -0.1657 0.706
C -0.8019 -0.6128 -4.0114 -1.148
C -0.5800 -2.1244 -3.9449 0.490
C -1.7722 -2.8744 -3.4122 -0.432
C -1.5618 -4.3190 -3.1368 0.469
C -2.5833 -4.8749 -2.1755 -0.674
C -3.8792 -4.2191 -2.3042 -0.467
C -3.9791 -2.9924 -2.8403 -0.502
N -2.9069 -2.2771 -3.3333 -0.361
N -0.0095 0.0899 -3.0129 1.248
C 1.3837 0.1239 -3.3984 -1.909
C 2.3332 0.4585 -2.2820 0.724
C 3.5827 0.9835 -2.5813 -1.209
C 4.4761 1.2446 -1.5478 -0.571
C 4.0769 0.9460 -0.2470 -1.012
C 2.8223 0.4114 -0.0487 -0.423
N 1.9583 0.1809 -1.0340 1.514
C -0.5007 1.4269 -2.7438 -0.857
C -1.9179 1.4360 -2.2397 0.276
C -2.8386 2.3551 -2.7207 -0.870
C -4.1413 2.3281 -2.2375 -0.807
C -4.4753 1.3560 -1.3008 -0.854
C -3.4898 0.4900 -0.8668 -0.694
N -2.2426 0.5445 -1.3068 1.473
H -1.8589 -0.4352 -3.8034 0.808
H -0.5769 -0.2250 -5.0239 0.098
H 0.2694 -2.3540 -3.2951 -0.698
H -0.3478 -2.5316 -4.9333 0.512
H -0.5399 -4.5290 -2.8000 -0.085
H -2.6505 -5.9613 -2.2723 0.521
H -4.7511 -4.7261 -1.9095 0.316
H -4.9257 -2.4696 -2.9245 0.406
H 1.5472 0.8367 -4.2366 0.271
H 1.6577 -0.8710 -3.7636 0.420
H 3.8552 1.1744 -3.6103 0.473
H 5.4575 1.6436 -1.7596 0.347
H 4.7389 1.1233 0.5875 0.500
H 2.4696 0.1417 0.9352 0.133
H -0.4276 2.0698 -3.6479 0.239
H 0.1425 1.8574 -1.9680 0.318
H -2.5471 3.0777 -3.4740 0.477
H -4.8771 3.0393 -2.5902 0.381
H -5.4825 1.2737 -0.9154 0.485
H -3.6859 -0.2881 -0.1418 0.194
S -1.7483 -5.0602 -4.8008 -0.626
Sb -1.7838 -4.6869 -0.0404 0.273
S 1.4505 -3.7875 -0.9068 -0.849
S -2.5265 -2.5375 0.6372 -0.426
O 1.9588 -2.9432 1.7136 -0.453
C 1.2118 -2.6226 0.8755 0.284
O 3.1041 -2.7760 -2.9158 -0.477
B 2.8323 -2.9358 -1.5380 0.929
O 3.9171 -2.4241 -0.7945 -0.615
C 4.8219 -2.0026 -1.6968 0.899
C 6.0773 -1.4688 -1.4929 -0.999
C 6.8250 -1.1520 -2.6227 -0.521
C 6.3323 -1.3612 -3.8986 -0.505
C 5.0684 -1.8997 -4.1103 -0.928
C 4.3259 -2.2164 -2.9914 0.564
H 6.4570 -1.3119 -0.4949 0.503
H 7.8142 -0.7340 -2.4983 0.390
H 6.9409 -1.1035 -4.7550 0.366
H 4.6831 -2.0759 -5.1009 0.509
C 0.7104 1.7010 5.3641 -2.121
C 0.8006 1.2523 3.9073 2.849
C 1.7442 2.1974 3.1632 -1.808
C 1.4317 -0.1382 3.8252 -2.137
P -0.8187 1.1445 2.8028 -1.317
N -0.5591 0.3971 1.5155 0.857
C -2.2025 0.3980 3.9579 2.526
C -1.6055 -0.8954 4.5113 -1.867
C -3.3451 -0.0406 3.0455 -2.111
C -2.7507 1.2405 5.1082 -2.003
C -1.3406 2.9980 2.4210 2.784
C -1.2749 4.0401 3.5340 -1.965
C -2.7775 2.9102 1.9114 -2.037
C -0.4971 3.4270 1.2204 -2.170
H 1.7220 1.7844 5.7730 0.525
H 0.1661 0.9860 5.9762 0.307
H 0.2304 2.6721 5.4563 0.289
H 2.7754 2.0345 3.4878 0.685
H 1.5051 3.2422 3.3509 0.192
H 1.6829 1.9936 2.0969 0.152
H 2.5167 -0.0810 3.9341 0.499
H 1.2050 -0.5698 2.8520 0.434
H 1.0607 -0.8136 4.5899 0.249
H -1.0991 -1.4224 3.7060 0.188
H -2.3999 -1.5437 4.8858 0.632
H -0.9129 -0.7164 5.3292 0.264
H -2.9284 -0.5248 2.1660 0.250
H -3.9823 0.7794 2.7319 0.205
H -3.9717 -0.7735 3.5564 0.584
H -1.9605 1.6279 5.7445 0.251
H -3.4044 0.6153 5.7224 0.495
H -3.3424 2.0768 4.7429 0.304
H -1.8387 3.7211 4.4060 0.268
H -1.7085 4.9791 3.1769 0.505
H -0.2521 4.2453 3.8401 0.302
H -3.4866 2.7842 2.7245 0.212
H -2.8562 2.0721 1.2229 0.278
H -3.0549 3.8238 1.3783 0.694
H 0.4639 3.8433 1.5080 0.244
H -1.0229 4.1787 0.6264 0.532
H -0.3329 2.5475 0.5977 0.439
```

## Properties
2S+1: 2
frontier orbital gap (spin up / spin down): 4.6 / 4.6 eV
HOMO (spin up / spin down): -0.027 / -0.028 Ha
calculated total energy: -3972.0995 Eh
expectation value of S²: 0.7551
maximum force: 0.042 Eh/bohr
charge: -2


(7)
The following is a DFT calculation (ωB97M-V/def2-TZVPD) of C41H41CdN5O2PS as an isolated structure at a distorted geometry.

Structure (XYZ):
```
92
Properties=species:S:1:pos:R:3:mulliken_charge:R:1
Cd -1.0757 0.7737 -0.9687 0.849
C 0.1784 -1.7055 4.9214 -0.376
C -0.7741 -1.7484 3.9591 -0.626
C -0.7813 -0.7913 2.9392 0.385
C 0.0307 0.3144 2.9235 0.242
C 0.8796 0.4211 4.0585 -0.603
C 1.0366 -0.5842 4.9587 -1.268
P 0.2203 1.3882 1.4727 1.025
C 0.4330 3.0377 2.1694 -0.342
C -0.5204 3.6006 3.0215 -0.181
C -0.2762 4.8648 3.5684 -0.607
C 0.7525 5.6413 3.0744 -0.478
C 1.5700 5.1487 2.1138 -0.636
C 1.4545 3.8270 1.6763 -0.074
C 1.9056 0.9263 0.9260 0.429
C 2.9494 1.0302 1.7484 -0.070
C 4.2642 0.5852 1.3820 -1.167
C 4.4431 0.0214 0.1861 -1.030
C 3.3181 -0.1772 -0.7177 1.696
C 3.5652 -0.8882 -1.9155 -0.894
C 2.5762 -0.8859 -2.8473 -1.341
C 1.2702 -0.3937 -2.5281 1.496
C 0.9794 0.2256 -1.3380 -1.623
C 2.0679 0.3083 -0.3779 0.242
H 0.1584 -2.5193 5.6346 0.421
H -1.4314 -2.5817 3.8953 0.442
H -1.5245 -0.8861 2.1046 0.009
H 1.5468 1.2765 4.2214 0.386
H 1.7057 -0.5970 5.7651 0.525
H -1.3451 2.9203 3.3748 0.342
H -0.9099 5.2119 4.4312 0.351
H 0.7130 6.7356 3.3570 0.293
H 2.2978 5.8080 1.6361 0.407
H 2.1135 3.4941 0.8238 0.218
H 2.8230 1.5479 2.6604 0.456
H 5.0433 0.7670 2.1119 0.465
H 5.5217 -0.2775 -0.1569 0.184
H 4.5932 -1.1416 -2.1566 0.408
H 2.7734 -1.4424 -3.7523 0.456
H 0.5274 -0.4753 -3.2866 0.872
O -1.0948 1.3617 -3.9057 -0.489
C -0.1829 2.4298 -3.9615 -0.781
C -0.3384 3.4623 -2.8952 0.717
C -0.1182 4.7774 -3.2366 -1.350
C -0.6574 5.7380 -2.3941 -0.281
C -1.1043 5.4278 -1.1112 -1.203
C -1.1004 4.0789 -0.8051 -0.187
N -0.8276 3.1321 -1.6921 0.328
H -2.0096 1.7132 -4.0654 0.309
H -0.1541 2.8589 -5.0021 0.495
H 0.8016 1.9789 -3.8295 0.242
H 0.1716 4.9960 -4.2153 0.492
H -0.7157 6.7426 -2.7208 0.454
H -1.3925 6.1778 -0.4056 0.475
H -1.3236 3.7753 0.2125 0.557
C -6.1889 -0.2766 1.8891 -1.002
N -5.3206 0.5643 1.0548 -0.149
C -4.3368 0.1399 0.2766 0.513
N -3.9151 -1.1139 0.4115 -0.174
S -3.4841 1.3283 -0.7234 -0.585
H -6.7244 0.4193 2.5459 0.358
H -5.5689 -0.8338 2.5298 0.334
H -6.8074 -0.9378 1.2975 0.325
H -5.6583 1.5451 0.8423 0.291
H -4.4992 -1.7156 0.9714 0.239
H -3.1819 -1.5168 -0.1480 0.182
C 1.5783 -4.4907 -2.8740 -1.198
N 0.2378 -3.9775 -2.5796 -0.064
N -0.0244 -3.1443 -1.4714 1.433
C -1.1038 -2.3992 -1.6831 0.197
O -1.7169 -1.7467 -0.8462 -0.829
C -1.4097 -2.6675 -3.0928 -1.183
C -0.6200 -3.5776 -3.5594 0.840
C -0.3933 -3.9999 -5.0064 -1.711
C 0.4582 -3.5783 -0.1881 -0.897
C 0.3406 -4.9498 0.2256 -0.321
C 0.8402 -5.3485 1.4382 -0.858
C 1.5128 -4.3962 2.2362 -0.447
C 1.5885 -3.0879 1.8638 -0.793
C 1.0359 -2.6853 0.6681 1.017
H 1.8146 -4.5532 -3.9607 0.424
H 1.7122 -5.4819 -2.4368 0.344
H 2.3025 -3.7768 -2.4560 0.307
H -2.2742 -2.1707 -3.5441 0.493
H 0.3406 -3.3181 -5.4451 0.345
H -1.3602 -3.8150 -5.4999 0.400
H -0.0919 -5.0368 -5.1676 0.428
H -0.2177 -5.5945 -0.4702 0.469
H 0.8064 -6.4360 1.7384 0.332
H 2.0712 -4.6990 3.1292 0.430
H 2.2019 -2.4508 2.5523 0.369
H 1.0285 -1.6512 0.4396 0.081
```

## Properties
frontier orbital gap: 8.2 eV
HOMO: -0.364 Ha
calculated total energy: -2918.2865 Eh
maximum force: 0.109 Eh/bohr
charge: +1